No. 1
A 2-piece molecular cluster, C2H2BrClO2 overall. Source: the OMol25 dataset; level of theory: the ωB97M-V functional and the def2-TZVPD basis.

## Properties
HOMO-LUMO gap (spin up / spin down) in eV: 8.0 / 7.8
Net charge: 0
Molar mass in Da: 173.39
2S+1: 1
Total energy in Ha: -3261.9883
E_LUMO (spin up / spin down) in Ha: -0.0512 / -0.0671
Relative energy (zero: lowest compared OMol25 entry of this formula, charge and spin) in kcal per mole: 33.5

Each line ends with the Mulliken charge.
CARTESIAN COORDINATES (ANGSTROEM)
1 C -1.86 -1.40 -0.39  0.703
2 C -0.49 0.54 0.42  -0.658
3 O -1.74 -1.69 0.69  -0.316
4 O -2.05 -1.38 -1.51  -0.363
5 Cl -3.75 0.88 0.19  -0.368
6 Br -1.58 1.91 0.10  0.278
7 H -0.07 0.04 -0.55  0.348
8 H 0.08 0.56 1.30  0.376

***

No. 2
A 2-piece molecular cluster, C3H12NO2 overall. Source: the OMol25 dataset; level of theory: the ωB97M-V functional and the def2-TZVPD basis.

## Properties
HOMO-LUMO gap (spin up / spin down) in eV: 3.4 / 11.8
Net charge: 0
Molar mass in Da: 94.13
2S+1: 2
Total energy in Ha: -326.6031
E_LUMO (spin up / spin down) in Ha: 0.0249 / 0.0188
⟨S²⟩: 0.750
Relative energy (zero: lowest compared OMol25 entry of this formula, charge and spin) in kcal per mole: 38.7

Each line ends with the Löwdin spin population.
CARTESIAN COORDINATES (ANGSTROEM)
1 C -1.08 0.92 1.25  0.063
2 O -2.26 0.15 1.43  0.040
3 C 0.01 -0.04 0.74  0.072
4 C 1.30 0.68 0.44  0.065
5 N -0.60 -0.67 -0.52  0.142
6 H -0.76 1.30 2.23  0.007
7 H -1.23 1.71 0.52  0.021
8 H -2.78 0.54 2.13  0.007
9 H 0.06 -0.82 1.49  0.014
10 H 2.08 -0.04 0.21  0.017
11 H 1.23 1.34 -0.42  0.029
12 H 1.58 1.23 1.34  0.006
13 H -0.19 -1.58 -0.80  0.087
14 H -0.41 -0.04 -1.34  0.128
15 H -1.62 -0.71 -0.38  0.073
16 H 1.08 -1.31 -3.44  0.050
17 H 2.28 -1.30 -2.40  0.035
18 O 1.32 -1.36 -2.49  0.143

***

No. 3
C10H9NO in the gas phase. Source: the OMol25 dataset; level of theory: the ωB97M-V functional and the def2-TZVPD basis.

## Properties
HOMO-LUMO gap in eV: 10.3
Net charge: 0
Molar mass in Da: 159.19
2S+1: 1
Total energy in Ha: -516.3617
E_LUMO in Ha: 0.0117
Relative energy (zero: lowest compared OMol25 entry of this formula, charge and spin) in kcal per mole: 64.1

Each line ends with the Mulliken charge.
CARTESIAN COORDINATES (ANGSTROEM)
1 C 0.85 -2.26 -0.45  -0.347
2 C 0.36 2.16 1.98  -0.531
3 C 1.03 0.98 2.18  -0.553
4 C -0.45 2.26 0.85  -0.416
5 C 0.79 -0.11 1.40  -0.283
6 C -0.42 1.28 -0.12  -0.634
7 C 0.18 0.16 0.27  0.375
8 C 0.60 -0.62 -2.22  -0.104
9 C -1.48 -1.43 -1.04  -1.292
10 C 0.02 -1.15 -0.90  1.738
11 N 1.54 -3.11 -0.18  -0.501
12 O 1.63 -0.06 -2.42  -0.432
13 H 0.45 2.92 2.67  0.482
14 H 1.61 0.79 3.12  0.299
15 H -1.09 3.21 0.57  0.216
16 H 1.34 -1.12 1.47  0.203
17 H -0.97 1.43 -1.00  0.508
18 H -0.22 -0.85 -2.99  0.250
19 H -2.14 -0.67 -0.47  0.320
20 H -1.80 -2.46 -0.70  0.343
21 H -1.84 -1.35 -2.03  0.358

***

No. 4
C14H22N2O in the gas phase. Source: the OMol25 dataset; level of theory: the ωB97M-V functional and the def2-TZVPD basis.

## Properties
HOMO-LUMO gap in eV: 9.1
Net charge: 0
Molar mass in Da: 234.34
2S+1: 1
Total energy in Ha: -731.3331
E_LUMO in Ha: 0.0346
Relative energy (zero: lowest compared OMol25 entry of this formula, charge and spin) in kcal per mole: 53.7

Each line ends with the Mulliken charge.
CARTESIAN COORDINATES (ANGSTROEM)
1 O -1.60 2.93 -2.08  -0.465
2 C 2.69 -4.42 -0.27  -0.299
3 C 2.47 -4.00 1.04  -0.788
4 C 2.04 -3.79 -1.32  -0.690
5 C 1.62 -2.90 1.30  -0.179
6 C 1.16 -2.72 -1.06  -0.115
7 C 0.91 -2.27 0.24  0.016
8 N -1.26 1.49 1.22  -0.379
9 N -0.21 1.31 0.27  0.508
10 C 1.64 0.43 1.74  -1.719
11 C -0.30 2.39 -2.02  -0.576
12 C -2.61 2.07 -1.58  -0.309
13 C -0.04 -1.13 0.53  -0.702
14 C 0.27 2.42 -0.59  -1.031
15 C -2.68 1.41 0.92  -0.654
16 C -3.05 2.44 -0.14  -0.723
17 C 0.73 0.19 0.49  -0.012
18 H 3.39 -5.23 -0.45  0.349
19 H 3.02 -4.51 1.80  0.410
20 H 2.17 -4.10 -2.35  0.374
21 H 1.43 -2.63 2.35  0.354
22 H 0.66 -2.22 -1.90  0.348
23 H -1.04 2.13 2.00  0.265
24 H 2.15 1.37 1.63  0.440
25 H 1.08 0.48 2.65  0.361
26 H 2.44 -0.34 1.88  0.412
27 H -0.31 1.37 -2.44  0.324
28 H 0.38 2.98 -2.65  0.353
29 H -3.50 2.17 -2.23  0.349
30 H -2.31 1.00 -1.62  0.200
31 H -0.51 -1.23 1.50  0.449
32 H -0.84 -1.14 -0.23  0.291
33 H 0.04 3.38 -0.13  0.421
34 H 1.35 2.41 -0.63  0.589
35 H -3.19 1.65 1.86  0.432
36 H -2.94 0.42 0.63  0.257
37 H -4.14 2.60 -0.12  0.395
38 H -2.57 3.40 0.05  0.300
39 H 1.43 0.17 -0.32  0.446

***

No. 5
A 10-piece molecular cluster, H20O10 overall. Source: the OMol25 dataset; level of theory: the ωB97M-V functional and the def2-TZVPD basis.

## Properties
HOMO-LUMO gap in eV: 9.8
Net charge: 0
Molar mass in Da: 180.15
2S+1: 1
Total energy in Ha: -764.3117
E_LUMO in Ha: -0.0005
Relative energy (zero: lowest compared OMol25 entry of this formula, charge and spin) in kcal per mole: 106.8

Each line ends with the Mulliken charge.
CARTESIAN COORDINATES (ANGSTROEM)
1 H -0.73 -1.17 0.24  0.298
2 H 0.43 -1.09 -0.74  0.292
3 H 3.41 0.66 -3.18  0.312
4 H 3.09 -0.64 -2.48  0.325
5 H 2.45 -2.49 3.46  0.299
6 H 1.88 -3.89 3.62  0.292
7 H -3.14 -1.11 -2.60  0.233
8 H -3.21 0.40 -2.46  0.301
9 H 1.25 0.11 1.80  0.212
10 H 0.02 0.20 0.91  0.356
11 H -1.24 -1.72 4.17  0.304
12 H -1.17 -0.25 3.79  0.266
13 H -0.77 0.05 -2.74  0.354
14 H -0.07 0.78 -3.88  0.227
15 H -0.91 2.22 2.10  0.266
16 H -1.64 1.03 2.71  0.302
17 H 0.92 2.14 -1.07  0.212
18 H 2.03 1.22 -0.58  0.263
19 H -1.93 2.57 -1.92  0.300
20 H -2.64 2.72 -0.59  0.274
21 O -0.51 -0.91 -0.66  -0.627
22 O 3.83 -0.11 -2.79  -0.641
23 O 1.99 -3.19 2.97  -0.589
24 O -2.64 -0.36 -2.27  -0.535
25 O 0.74 -0.40 1.16  -0.574
26 O -0.61 -1.00 4.01  -0.534
27 O -0.18 0.79 -2.92  -0.545
28 O -0.79 1.49 2.72  -0.632
29 O 1.11 1.22 -0.87  -0.420
30 O -2.69 2.25 -1.43  -0.592